A molecular structure, H14NaO7, computed with ωB97M-V/def2-TZVPD.

## Properties
Relative energy (zero: lowest compared OMol25 entry of this formula, charge and spin): 8.2 kcal per mole
<S²>: 0.76
HOMO (alpha / beta): -18.66 / -18.43 eV
Gap between HOMO and LUMO (alpha / beta): 11.897 / 3.448 eV

```
! wB97M-V def2-TZVPD RIJCOSX def2/J DEFGRID3
* xyz 2 2
Na 0.174 0.329 -0.089
O 2.114 -1.467 -0.227
H 2.109 -2.254 -0.773
H 1.942 -1.788 0.658
O 1.830 1.384 -1.791
H 1.290 1.640 -2.538
H 2.729 1.537 -2.081
O 0.566 -1.801 2.307
H -0.203 -1.292 2.050
H 0.623 -1.687 3.255
O -0.957 -0.785 -2.413
H -1.788 -0.427 -2.726
H -1.095 -1.732 -2.395
O -1.420 2.132 -0.905
H -1.561 2.224 -1.847
H -2.299 2.146 -0.528
O 0.653 1.376 2.132
H 0.278 1.644 2.970
H 1.329 2.030 1.952
O -1.744 -1.032 0.852
H -2.406 -1.678 0.608
H -2.165 -0.499 1.527
*
```